1.
{"formula": "C28H83N7O10", "method": "the ωB97M-V functional and the def2-TZVPD basis", "elements": ["C", "C", "C", "O", "C", "N", "H", "H", "H", "H", "H", "H", "H", "H", "H", "H", "H", "C", "C", "C", "O", "C", "N", "H", "H", "H", "H", "H", "H", "H", "H", "H", "H", "H", "C", "C", "C", "O", "C", "N", "H", "H", "H", "H", "H", "H", "H", "H", "H", "H", "H", "C", "C", "C", "O", "C", "N", "H", "H", "H", "H", "H", "H", "H", "H", "H", "H", "H", "C", "C", "C", "O", "C", "N", "H", "H", "H", "H", "H", "H", "H", "H", "H", "H", "H", "C", "C", "C", "O", "C", "N", "H", "H", "H", "H", "H", "H", "H", "H", "H", "H", "H", "C", "C", "C", "O", "C", "N", "H", "H", "H", "H", "H", "H", "H", "H", "H", "H", "H", "O", "H", "H", "O", "H", "H", "O", "H", "H"], "xyz": [[7.578, 17.895, 16.312], [7.014, 17.998, 14.901], [8.010, 17.647, 13.820], [9.120, 18.508, 13.858], [10.292, 17.940, 13.306], [6.068, 16.841, 14.844], [6.709, 17.702, 16.972], [7.935, 18.800, 16.797], [8.279, 17.078, 16.409], [6.460, 19.022, 14.786], [7.525, 17.400, 12.832], [8.286, 16.633, 14.046], [11.116, 18.585, 13.493], [10.209, 17.516, 12.306], [10.535, 16.989, 13.810], [5.430, 16.917, 15.631], [5.553, 16.747, 13.986], [11.121, 13.500, 11.565], [10.244, 14.314, 10.577], [8.833, 14.359, 11.079], [8.290, 13.092, 11.088], [7.466, 12.637, 12.176], [10.686, 15.694, 10.538], [12.183, 13.513, 11.292], [10.833, 12.411, 11.693], [11.145, 14.056, 12.531], [10.251, 13.780, 9.563], [8.168, 15.069, 10.630], [8.937, 14.743, 12.141], [8.090, 12.188, 12.982], [6.844, 11.882, 11.678], [7.024, 13.439, 12.730], [11.676, 15.798, 10.632], [10.289, 16.230, 9.770], [10.285, 14.400, 22.044], [10.854, 14.405, 20.673], [10.354, 15.673, 19.921], [8.909, 15.710, 19.621], [8.045, 16.354, 20.523], [12.393, 14.436, 20.630], [9.189, 14.281, 22.085], [10.507, 15.289, 22.542], [10.702, 13.551, 22.634], [10.628, 13.487, 20.151], [10.848, 15.709, 18.964], [10.665, 16.540, 20.548], [7.283, 16.944, 19.852], [8.618, 17.073, 21.166], [7.458, 15.612, 21.158], [12.599, 13.412, 20.642], [12.753, 14.869, 21.497], [11.442, 10.062, 21.584], [12.574, 10.425, 20.638], [13.165, 9.174, 19.905], [13.971, 8.513, 20.763], [14.517, 7.224, 20.427], [12.155, 11.435, 19.616], [10.699, 9.626, 20.966], [11.063, 10.988, 22.144], [11.753, 9.254, 22.246], [13.385, 10.911, 21.213], [13.756, 9.473, 19.038], [12.410, 8.535, 19.548], [13.712, 6.521, 20.245], [15.184, 7.012, 21.237], [15.070, 7.274, 19.481], [11.163, 11.404, 19.452], [12.630, 11.360, 18.745], [12.995, 10.082, 15.626], [12.868, 11.586, 15.247], [11.644, 12.300, 15.856], [11.680, 13.636, 15.391], [10.986, 14.542, 16.271], [14.165, 12.283, 15.593], [13.780, 9.573, 15.069], [12.045, 9.506, 15.561], [13.429, 10.001, 16.666], [12.841, 11.680, 14.150], [11.662, 12.327, 16.940], [10.629, 11.899, 15.554], [11.035, 15.577, 15.890], [11.427, 14.486, 17.276], [9.892, 14.320, 16.287], [14.104, 13.232, 15.384], [14.340, 12.234, 16.598], [8.675, 9.314, 16.920], [9.254, 9.232, 18.284], [8.524, 10.086, 19.298], [8.952, 11.427, 19.161], [8.175, 12.318, 18.361], [9.303, 7.815, 18.808], [9.185, 8.646, 16.209], [8.766, 10.253, 16.410], [7.667, 8.937, 16.873], [10.208, 9.627, 18.321], [8.759, 9.690, 20.329], [7.384, 10.083, 19.186], [8.730, 13.199, 18.036], [7.334, 12.588, 19.037], [7.754, 11.853, 17.494], [8.444, 7.336, 18.637], [9.967, 7.291, 18.218], [13.237, 16.980, 17.240], [13.934, 16.192, 16.131], [14.094, 17.149, 14.886], [14.800, 16.392, 13.889], [15.364, 17.221, 12.905], [15.199, 15.553, 16.618], [13.080, 16.325, 18.163], [12.290, 17.326, 16.904], [13.846, 17.801, 17.545], [13.274, 15.415, 15.740], [14.574, 18.063, 15.207], [13.079, 17.379, 14.585], [15.203, 18.251, 13.192], [15.000, 16.943, 11.858], [16.404, 17.100, 12.883], [15.812, 15.221, 15.870], [15.655, 16.273, 17.215], [7.581, 14.181, 14.987], [7.106, 15.003, 15.100], [7.059, 13.429, 15.306], [14.261, 13.460, 18.607], [14.663, 13.832, 17.851], [13.873, 14.189, 19.030], [16.827, 12.453, 14.150], [16.044, 12.368, 14.728], [17.218, 11.593, 14.096]], "lowdin_charge": [-0.06, -0.39, -0.24, -0.15, -0.10, 0.01, 0.07, 0.08, 0.08, 0.17, 0.14, 0.09, 0.07, 0.06, 0.07, 0.08, 0.08, -0.05, -0.44, -0.27, -0.20, -0.08, 0.03, 0.07, 0.10, 0.08, 0.15, 0.11, 0.13, 0.08, 0.09, 0.05, 0.07, 0.09, -0.07, -0.40, -0.15, -0.22, -0.15, 0.04, 0.08, 0.06, 0.09, 0.10, 0.08, 0.13, 0.10, 0.09, 0.09, 0.05, 0.08, -0.04, -0.36, -0.24, -0.19, -0.06, 0.07, 0.03, 0.10, 0.08, 0.14, 0.11, 0.10, 0.08, 0.08, 0.09, 0.03, 0.03, -0.05, -0.35, -0.19, -0.22, -0.08, 0.06, 0.07, 0.08, 0.07, 0.14, 0.10, 0.14, 0.08, 0.08, 0.08, 0.03, 0.06, -0.07, -0.42, -0.20, -0.23, -0.07, 0.05, 0.08, 0.05, 0.08, 0.09, 0.12, 0.15, 0.07, 0.10, 0.06, 0.05, 0.08, -0.06, -0.40, -0.17, -0.18, -0.11, 0.05, 0.09, 0.06, 0.07, 0.09, 0.12, 0.10, 0.08, 0.11, 0.06, 0.08, 0.10, -0.07, -0.02, 0.05, -0.05, -0.04, -0.04, -0.08, -0.01, 0.01], "orbital_gap_ev": 9.29, "e_homo_ha": -0.3240}

***

2.
{"formula": "C3H3FI2O", "method": "the ωB97M-V functional and the def2-TZVPD basis", "elements": ["C", "C", "C", "O", "F", "I", "I", "H", "H", "H"], "xyz": [[0.896, 0.162, 1.162], [-0.311, 0.797, 0.903], [-0.306, -0.442, -1.267], [0.865, -1.062, 1.387], [0.562, 0.202, -2.136], [-2.224, -0.333, -2.155], [0.409, -2.340, -0.653], [1.823, 0.879, 0.992], [-0.416, 1.900, 0.566], [-1.298, 0.235, 1.201]], "lowdin_charge": [-0.48, -0.01, -1.21, -0.34, -0.20, 0.77, 1.10, 0.15, 0.10, 0.11], "orbital_gap_ev": [7.53, 7.53], "e_homo_ha": [-0.3314, -0.3314]}

***

3.
{"formula": "H10O4S", "method": "the ωB97M-V functional and the def2-TZVPD basis", "elements": ["S", "H", "H", "H", "H", "O", "H", "H", "O", "H", "H", "O", "H", "H", "O"], "xyz": [[-3.120, 2.041, -0.600], [-3.064, 2.712, -1.830], [-3.761, 1.029, -0.996], [-1.272, 0.923, 1.509], [-0.152, 0.664, 0.554], [-0.594, 0.361, 1.396], [1.877, -3.691, 0.238], [1.948, -5.114, 0.081], [1.227, -4.432, 0.254], [1.621, -0.147, 1.160], [2.820, -1.071, 1.645], [2.245, -0.814, 0.910], [0.230, 2.949, -1.998], [-0.494, 2.154, -1.055], [0.488, 2.435, -1.266]], "lowdin_charge": [0.55, -0.14, -0.26, -0.07, 0.05, -0.02, 0.03, 0.06, -0.10, -0.01, 0.05, -0.05, -0.01, 0.01, -0.09], "orbital_gap_ev": 10.89, "e_homo_ha": -0.3914}

***

For the records above, the corresponding F_max values read 0.06251; 0.07779; 0.11131 hartree/bohr.